{"formula": "C38H39BClF6N3O25", "method": "ωB97M-V/def2-TZVPD", "elements": ["N", "B", "O", "C", "C", "C", "C", "C", "Cl", "C", "C", "C", "C", "C", "C", "C", "N", "C", "C", "C", "O", "O", "C", "O", "N", "C", "C", "O", "C", "O", "C", "O", "H", "H", "H", "H", "H", "H", "H", "H", "H", "H", "H", "H", "H", "H", "H", "H", "H", "H", "H", "H", "H", "O", "C", "O", "C", "C", "F", "O", "H", "H", "H", "O", "C", "O", "C", "C", "F", "O", "H", "H", "H", "O", "C", "O", "C", "C", "F", "O", "H", "H", "H", "O", "C", "O", "C", "C", "F", "O", "H", "H", "H", "O", "C", "O", "C", "C", "F", "O", "H", "H", "H", "O", "C", "O", "C", "C", "F", "O", "H", "H", "H"], "positions_angstrom": [[-1.320, -4.694, 0.643], [-1.088, -3.670, 1.651], [-0.305, -4.054, 2.697], [-1.677, -2.187, 1.550], [-0.769, -1.108, 1.456], [0.726, -1.279, 1.392], [1.273, -1.146, -0.049], [0.334, -1.641, -1.137], [-0.646, -0.334, -1.885], [-1.300, 0.176, 1.365], [-2.666, 0.403, 1.320], [-3.579, -0.642, 1.364], [-5.034, -0.340, 1.272], [-5.649, -0.163, 0.039], [-6.995, 0.152, 0.051], [-7.653, 0.261, 1.262], [-7.094, 0.088, 2.461], [-5.791, -0.196, 2.424], [-3.067, -1.944, 1.502], [-4.073, -3.059, 1.605], [-4.673, -3.015, 2.883], [-4.965, -4.379, 3.212], [-2.872, 1.887, 1.201], [-3.779, 2.496, 0.751], [-1.642, 2.473, 1.694], [-1.658, 2.666, 3.152], [-0.414, 3.450, 3.549], [-0.561, 4.042, 4.839], [-1.259, 5.196, 4.819], [-2.082, 5.460, 5.620], [-0.638, 1.528, 1.268], [0.438, 1.819, 0.857], [-2.084, -4.462, 0.022], [-0.482, -4.773, 0.068], [-0.020, -3.312, 3.238], [1.163, -0.469, 1.974], [1.091, -2.201, 1.825], [2.156, -1.776, -0.112], [1.597, -0.136, -0.253], [-0.314, -2.439, -0.798], [0.935, -2.036, -1.941], [-5.072, -0.267, -0.868], [-7.533, 0.327, -0.866], [-8.705, 0.515, 1.255], [-5.296, -0.323, 3.378], [-4.820, -2.915, 0.818], [-3.644, -4.042, 1.452], [-5.584, -4.275, 3.947], [-1.714, 1.711, 3.679], [-2.535, 3.259, 3.398], [0.437, 2.778, 3.606], [-0.208, 4.211, 2.799], [-0.945, 5.891, 4.029], [6.373, -1.488, 0.089], [5.855, -0.611, -0.521], [6.511, 0.307, -1.258], [5.537, 1.088, -1.962], [4.313, 0.905, -1.105], [3.169, 0.919, -1.837], [4.509, -0.394, -0.572], [5.403, 0.674, -2.962], [5.852, 2.122, -2.043], [4.217, 1.622, -0.287], [6.967, -1.251, -3.679], [7.513, -2.200, -3.230], [8.798, -2.232, -2.813], [9.033, -3.500, -2.191], [7.958, -4.357, -2.821], [7.503, -5.318, -1.978], [6.926, -3.421, -3.059], [8.890, -3.410, -1.114], [10.040, -3.850, -2.397], [8.246, -4.824, -3.764], [1.801, -4.112, -1.111], [2.183, -4.650, -2.098], [1.588, -5.715, -2.678], [2.261, -5.976, -3.917], [3.611, -5.336, -3.679], [4.141, -4.828, -4.815], [3.286, -4.276, -2.795], [1.727, -5.487, -4.732], [2.316, -7.044, -4.108], [4.346, -5.985, -3.202], [5.382, 3.770, -4.372], [4.602, 4.325, -3.681], [4.453, 4.100, -2.349], [3.514, 5.054, -1.837], [2.745, 5.428, -3.082], [2.330, 6.722, -3.056], [3.715, 5.273, -4.100], [4.052, 5.909, -1.424], [2.892, 4.610, -1.064], [1.890, 4.785, -3.297], [-8.261, -6.658, 4.808], [-7.935, -5.866, 5.620], [-7.990, -6.052, 6.961], [-7.379, -4.926, 7.598], [-7.509, -3.857, 6.536], [-6.473, -2.985, 6.560], [-7.451, -4.613, 5.338], [-6.333, -5.149, 7.811], [-7.893, -4.679, 8.522], [-8.446, -3.300, 6.565], [-1.300, 11.842, -4.256], [-0.696, 10.893, -4.617], [-0.368, 9.835, -3.833], [0.231, 8.834, -4.663], [0.725, 9.654, -5.833], [0.683, 8.960, -6.997], [-0.217, 10.708, -5.883], [-0.528, 8.114, -4.973], [1.025, 8.317, -4.135], [1.725, 10.070, -5.705]], "forces_ev_per_a": [[0.0415, 0.9232, -0.0618], [-0.3897, -0.4123, -0.1041], [0.3825, 0.2259, -0.0777], [-0.0341, 0.1597, 0.1032], [-0.2022, -0.0736, 0.0598], [0.0666, 0.7532, -0.2465], [-0.1019, -0.5484, 0.2023], [0.6214, 0.1834, -0.2110], [-0.2303, -0.0480, 0.1380], [0.1185, -0.0921, -0.1235], [-0.0904, -0.2002, -0.1915], [0.1640, 0.1846, -0.1149], [0.1268, -0.1346, -0.1879], [-0.0957, -0.0003, 0.5160], [0.2022, -0.0212, -0.2572], [-0.4455, 0.0842, 0.2002], [0.4463, 0.0301, -0.6403], [-0.0641, -0.0659, 0.4584], [0.1195, 0.3596, 0.0785], [-0.0202, 0.0049, -0.5359], [0.1081, 0.2052, 0.3875], [0.0203, -0.3468, -0.0994], [0.5808, -1.0898, 0.6797], [-0.8069, 0.5623, -0.0554], [0.1385, 0.6139, -0.6983], [0.1271, 0.5718, -0.2308], [0.3196, -0.2091, 0.0977], [-0.1747, -0.4798, -0.1453], [0.5139, 0.0816, -0.2477], [-0.6637, 0.3112, 0.8034], [-0.9202, -0.9537, 0.4716], [0.8631, 0.2719, 0.1601], [0.0914, 0.0002, -0.2050], [0.0301, -0.6005, 0.1422], [-0.1363, -0.0583, 0.2112], [0.1617, -0.0213, 0.1217], [-0.2016, -0.2854, 0.0174], [0.1750, -0.0145, -0.0136], [-0.1473, 0.2297, -0.0612], [-0.3028, 0.0555, 0.0059], [-0.0082, 0.0022, -0.2712], [-0.0275, 0.0447, -0.1815], [-0.0855, -0.0072, -0.0973], [-0.1055, -0.0079, 0.0933], [-0.0408, -0.0428, 0.1214], [-0.2320, -0.0774, 0.0657], [0.2448, -0.1228, 0.1509], [-0.1692, 0.1760, -0.0028], [-0.0336, -0.0600, 0.1617], [-0.1950, -0.0141, -0.0015], [0.1929, 0.1066, 0.0438], [-0.0086, 0.0970, -0.1299], [0.0098, -0.0470, -0.3218], [-0.0136, -0.0953, -0.0600], [0.0894, -0.1268, -0.1630], [-0.1826, 0.0656, 0.1950], [0.2871, 0.2512, -0.2810], [-0.0831, -0.2233, -0.2321], [0.0124, -0.0122, 0.0308], [0.1293, 0.2146, 0.2857], [-0.1277, -0.0659, 0.0402], [0.2008, -0.0528, 0.1183], [-0.1393, 0.0088, -0.0195], [-0.0867, 0.0210, -0.0620], [-0.0702, 0.1026, 0.2223], [-0.0518, -0.1568, -0.0407], [0.2466, -0.0050, 0.0814], [-0.1441, 0.0961, 0.2197], [-0.0493, 0.0168, -0.0294], [0.1857, -0.0480, -0.2973], [-0.1407, -0.0578, -0.0027], [0.0141, 0.1563, -0.1336], [-0.0297, -0.1173, 0.0390], [-0.1151, -0.1369, 0.0549], [0.0538, 0.0632, -0.0248], [0.0975, 0.0271, -0.0592], [-0.0784, -0.2190, -0.0571], [-0.0511, 0.2082, -0.1506], [-0.0267, 0.0354, 0.0453], [0.0488, -0.2428, 0.1796], [0.1003, 0.0902, -0.0223], [-0.0722, -0.0274, 0.1938], [0.0808, 0.0303, -0.0654], [0.0452, 0.0287, 0.0125], [0.1151, 0.0155, -0.0374], [-0.1702, 0.1564, 0.0025], [-0.0571, -0.1189, 0.2772], [0.1566, 0.1623, -0.0378], [0.0643, -0.0497, -0.0305], [-0.1604, -0.2602, 0.0673], [-0.0511, 0.0951, -0.1148], [0.0737, -0.1866, -0.0631], [-0.0881, 0.1100, 0.0017], [0.0600, 0.0067, -0.0270], [0.0594, -0.1518, -0.0321], [0.0326, 0.1697, -0.0254], [-0.0743, -0.0651, 0.2157], [0.2561, 0.0092, -0.0659], [-0.0034, -0.0423, -0.0647], [-0.2262, 0.0135, 0.1157], [0.0473, 0.0962, -0.0897], [-0.1360, -0.1323, -0.0527], [0.0607, 0.1117, -0.0111], [-0.0417, -0.0118, -0.0290], [-0.1314, -0.0121, 0.0186], [0.0733, -0.0090, -0.1480], [0.0785, -0.1387, 0.1898], [-0.2581, -0.0576, -0.1526], [-0.0275, 0.0503, 0.0116], [0.2537, 0.0759, 0.1971], [0.0038, 0.0490, -0.1532], [-0.0144, 0.1346, 0.1496], [0.0423, -0.0526, -0.1058]], "orbital_gap_ev": 9.13, "e_lumo_ev": -0.366, "smiles": "NB(O)c1c(CCCCl)c2c(c(-c3cccnc3)c1COO)C(=O)N(CCOC=O)C2=O.O=C1OC[C@@H](F)O1.O=C1OC[C@@H](F)O1.O=C1OC[C@@H](F)O1.O=C1OC[C@@H](F)O1.O=C1OC[C@@H](F)O1.O=C1OC[C@@H](F)O1", "energy_ev": -125200.15732}